Below is a molecular structure, C58H55N7O4PRu, with properties calculated with ωB97M-V/def2-TZVPD.

Geometry (Å):
Ru 0.76 -0.17 0.60
C 2.50 0.37 3.40
N 1.13 -0.15 3.24
C 1.02 -1.52 3.74
C 1.51 -2.56 2.76
C 1.85 -3.83 3.22
C 2.25 -4.78 2.31
C 2.32 -4.44 0.96
C 1.97 -3.16 0.59
N 1.57 -2.24 1.47
C 0.14 0.73 3.85
C -0.54 1.70 2.92
C -1.12 2.85 3.45
C -1.97 3.60 2.66
C -2.20 3.20 1.35
C -1.56 2.06 0.89
N -0.73 1.34 1.65
C 3.19 0.89 2.16
C 4.00 2.00 2.22
C 4.84 2.29 1.15
C 4.87 1.41 0.09
C 3.99 0.35 0.08
N 3.12 0.11 1.07
H 2.53 1.16 4.16
H 3.14 -0.44 3.77
H 1.56 -1.64 4.69
H -0.03 -1.74 3.95
H 1.79 -4.05 4.28
H 2.51 -5.78 2.64
H 2.64 -5.16 0.22
H 2.00 -2.84 -0.45
H -0.68 0.12 4.24
H 0.55 1.28 4.70
H -0.95 3.12 4.48
H -2.46 4.48 3.06
H -2.86 3.75 0.70
H -1.77 1.69 -0.10
H 4.01 2.62 3.11
H 5.47 3.17 1.17
H 5.58 1.54 -0.72
H 3.99 -0.37 -0.73
C -6.63 -3.70 0.82
O -5.43 -3.31 0.15
C -4.90 -4.11 -0.82
C -5.57 -5.08 -1.54
C -4.90 -5.82 -2.51
C -3.55 -5.62 -2.73
C -2.87 -4.64 -2.02
C -3.54 -3.86 -1.09
N -2.94 -2.86 -0.30
C -1.80 -2.13 -0.47
N -1.35 -2.06 -1.73
C -0.19 -1.50 -2.26
C 0.74 -0.74 -1.56
C 1.80 -0.21 -2.30
C 1.98 -0.47 -3.64
C 1.06 -1.26 -4.33
C -0.04 -1.74 -3.65
O -1.05 -2.45 -4.21
C -0.99 -2.79 -5.59
N -1.28 -1.47 0.54
C -1.75 -1.83 1.83
C -2.49 -0.95 2.61
C -2.99 -1.33 3.86
C -2.77 -2.62 4.32
C -2.05 -3.53 3.55
C -1.54 -3.15 2.31
O -0.85 -3.98 1.49
C -0.94 -5.37 1.75
H -7.12 -2.78 1.12
H -6.37 -4.28 1.71
H -7.30 -4.27 0.20
H -6.61 -5.28 -1.35
H -5.45 -6.56 -3.08
H -3.02 -6.23 -3.45
H -1.80 -4.52 -2.17
H -3.49 -2.64 0.52
H -1.93 -2.51 -2.42
H 2.49 0.47 -1.82
H 2.82 -0.05 -4.18
H 1.22 -1.49 -5.37
H -0.77 -1.91 -6.21
H -1.97 -3.18 -5.85
H -0.23 -3.55 -5.77
H -2.70 0.03 2.22
H -3.56 -0.63 4.44
H -3.16 -2.93 5.27
H -1.93 -4.54 3.90
H -0.49 -5.87 0.90
H -1.98 -5.69 1.85
H -0.39 -5.64 2.66
O 1.45 2.14 -0.10
P 1.44 3.38 -0.97
C 3.08 3.77 -1.60
C 3.62 3.04 -2.66
C 4.91 3.28 -3.09
C 5.67 4.27 -2.48
C 5.13 5.02 -1.44
C 3.84 4.77 -1.00
C 0.35 3.27 -2.42
C 0.52 4.10 -3.53
C -0.37 4.02 -4.59
C -1.42 3.12 -4.55
C -1.59 2.29 -3.45
C -0.71 2.37 -2.39
C 0.90 4.81 -0.01
C 0.22 5.88 -0.58
C -0.20 6.93 0.22
C 0.08 6.92 1.58
C 0.78 5.87 2.15
C 1.19 4.80 1.36
H 3.01 2.28 -3.15
H 5.33 2.71 -3.91
H 6.68 4.46 -2.81
H 5.72 5.80 -0.98
H 3.41 5.36 -0.20
H 1.36 4.79 -3.57
H -0.24 4.67 -5.45
H -2.11 3.06 -5.38
H -2.41 1.58 -3.42
H -0.80 1.71 -1.54
H 0.02 5.89 -1.64
H -0.73 7.76 -0.22
H -0.26 7.74 2.20
H 1.01 5.88 3.21
H 1.73 3.97 1.78

- charge = +2
- spin multiplicity = 6
- <S²> = 8.76
- relative energy (zero: lowest compared OMol25 entry of this formula, charge and spin) (kcal per mole) = 0.00